1.
# C37H36N4O7RhS2

A molecular structure, C37H36N4O7RhS2 (wB97M-V/def2-TZVPD, the OMol25 dataset).

* E: -3083.96902 Eh
* gap between HOMO and LUMO: 6.3 eV
* total charge: +1

Last column: Löwdin charge in e.
Cartesian coordinates (Å):
C: -2.817 0.075 4.954  -0.083
S: -0.877 0.622 -1.481  1.017
N: -1.123 -2.756 0.067  -0.002
C: 4.321 2.595 0.972  -0.264
C: -1.096 -5.229 -1.151  -0.016
H: 4.098 0.140 -1.376  0.116
H: 4.728 4.550 1.775  0.083
C: -2.416 -0.587 3.724  -0.359
C: -0.297 2.750 -3.152  -0.289
C: -1.700 -3.822 0.679  -0.221
H: 3.221 -2.306 0.015  0.086
H: -2.840 3.220 6.247  0.106
H: -2.993 -0.307 -1.471  0.094
N: -2.174 -2.361 2.430  -0.158
H: -2.294 -1.916 -5.910  0.109
C: -2.631 1.465 5.052  -0.016
O: -3.595 -1.944 6.060  0.080
C: 2.599 -1.744 2.562  -0.063
C: -2.989 2.152 6.184  -0.074
S: 5.354 -1.792 0.314  0.628
H: -3.325 2.449 -3.837  0.118
H: 5.872 -0.018 2.507  0.119
H: -3.434 2.193 -6.284  0.114
H: -2.167 -5.905 0.594  0.128
C: -0.827 3.959 -3.586  -0.052
H: 5.279 2.359 2.877  0.120
C: 4.975 -0.081 0.565  -0.286
C: -3.736 0.088 7.191  0.000
O: 1.415 -1.353 0.492  0.026
C: -2.297 -3.560 1.989  0.000
H: -1.103 5.294 -5.237  0.111
O: -0.919 0.530 0.049  -0.611
C: 4.322 0.626 -0.434  -0.053
C: 4.994 1.870 1.953  -0.027
N: 3.968 -2.619 0.626  -0.126
H: 2.282 -2.009 3.569  0.128
H: 0.000 -4.227 -2.714  0.122
H: -1.083 -6.199 -1.629  0.125
H: 4.418 -2.902 2.625  0.117
N: -2.597 -1.914 3.622  0.089
C: -0.526 -2.915 -1.111  -0.103
C: -3.155 1.349 -5.667  -0.059
C: -3.377 -0.622 6.043  -0.254
H: -2.191 -1.663 -3.457  0.102
H: -1.246 2.927 -1.206  0.108
O: 6.300 -2.181 1.315  -0.280
C: 1.386 -1.527 1.698  -0.548
H: 3.830 4.565 0.255  0.077
C: -2.738 0.415 -3.489  -0.291
C: -2.616 0.573 -2.000  -0.252
H: -3.830 1.980 8.157  0.113
C: -2.512 -0.958 -5.457  -0.065
Rh: -1.287 -1.090 1.312  1.292
C: -2.455 -0.814 -4.079  -0.050
C: -3.095 1.492 -4.290  -0.045
H: 3.125 -0.787 2.613  0.120
O: 5.595 -1.967 -1.085  -0.278
C: 3.998 1.956 -0.223  -0.037
H: 0.459 2.468 -1.125  0.106
C: -0.461 2.359 -1.705  -0.250
C: -0.499 -4.138 -1.760  -0.016
H: -2.195 1.980 4.208  0.116
C: -2.858 0.126 -6.252  -0.066
C: 0.503 2.319 -5.382  -0.062
H: -0.038 -2.041 -1.519  0.092
H: 0.068 3.825 -6.846  0.110
C: -0.692 4.348 -4.910  -0.066
C: 5.326 0.538 1.757  -0.059
C: -0.034 3.525 -5.812  -0.071
H: -2.905 0.014 -7.327  0.111
C: -3.545 1.449 7.258  -0.053
C: 0.379 1.935 -4.056  -0.056
C: -1.703 -5.071 0.087  0.012
H: 0.808 0.993 -3.734  0.107
H: -3.306 -2.324 5.209  0.066
C: 3.959 4.036 1.199  -0.045
O: 0.254 -1.541 2.386  -0.097
H: -1.350 4.601 -2.886  0.119
C: 3.529 -2.831 2.000  -0.191
H: -4.164 -0.466 8.015  0.125
H: 3.513 2.519 -1.013  0.109
H: 1.023 1.677 -6.080  0.112
H: -3.120 1.458 -1.611  0.112
O: -1.927 0.127 2.762  -0.110
H: 3.027 -3.799 2.048  0.124
H: -2.797 -4.322 2.573  0.148
H: 3.024 4.116 1.758  0.085

---

2.
# C35H48N4OReSi2Te

A molecular structure, C35H48N4OReSi2Te (wB97M-V/def2-TZVPD, the OMol25 dataset).

* E: -2581.53172 Eh
* 2S+1: 2
* gap between HOMO and LUMO (alpha / beta): 5.4 / 5.6 eV
* total charge: +2

Last column: Mulliken spin population.
Cartesian coordinates (Å):
C: -0.933 0.012 4.101  0.017
H: -4.362 -1.590 0.946  0.000
H: -0.878 -3.739 -0.105  0.001
H: 2.445 3.707 2.530  0.000
H: -1.497 2.301 0.530  0.006
H: -1.997 1.602 -7.492  0.000
C: -2.214 -3.094 -2.441  0.001
H: -1.740 -1.444 1.525  -0.013
N: 2.859 0.158 0.870  -0.031
H: 2.291 -3.310 -0.760  0.000
Si: -0.718 -0.628 -2.350  -0.024
H: 3.364 0.062 -1.115  0.001
C: -3.746 -0.739 1.238  0.001
H: 1.144 -2.940 -2.591  0.000
C: -0.946 -2.510 -2.430  0.005
H: 2.111 0.748 5.395  0.000
C: -2.313 -0.972 0.720  0.044
H: 0.782 0.763 7.467  0.000
H: 3.438 -2.551 0.369  0.001
C: -1.262 -5.296 -2.544  0.000
H: 4.982 0.422 3.471  0.000
H: 0.070 -4.938 0.793  0.000
C: 0.154 -3.362 -2.529  -0.002
H: 0.865 5.888 0.126  0.000
H: -0.177 4.954 1.193  0.000
C: -1.863 0.411 -1.187  0.016
C: 0.006 -4.737 -2.578  0.001
H: 3.285 4.829 1.473  0.000
C: -0.443 -3.984 0.854  0.003
C: 3.313 0.273 2.143  -0.014
N: 2.457 0.283 3.181  -0.001
H: -3.775 2.604 0.534  0.000
H: 3.081 4.468 -1.637  0.000
H: 5.795 0.239 -0.734  0.000
H: -3.365 -4.897 -2.522  0.000
H: -2.908 0.215 -1.416  0.000
H: -2.744 -0.115 5.228  0.000
H: -3.092 -2.465 -2.424  0.000
H: 1.859 3.457 -2.375  0.000
C: 5.119 0.249 0.104  -0.007
C: 0.920 -0.203 -1.459  -0.035
C: 0.446 0.261 4.131  -0.003
C: -2.374 -4.469 -2.497  0.000
C: -1.749 -0.180 -6.342  -0.001
H: 6.654 0.391 1.611  0.000
H: -3.722 1.971 2.166  0.000
C: -1.069 0.337 6.478  0.001
H: 3.258 2.725 -1.603  0.000
C: 3.757 0.154 -0.114  0.005
H: -1.343 3.097 -5.645  0.000
C: 1.053 0.538 5.372  0.000
H: -1.672 1.452 -1.442  0.001
C: 2.539 3.535 -1.534  -0.005
C: -1.401 -0.711 -5.115  0.000
H: 3.733 3.132 1.471  0.000
C: -1.355 2.029 -5.497  -0.001
N: -1.586 0.234 0.251  -0.072
C: 2.898 3.820 1.551  0.000
H: -0.717 2.167 -3.469  0.001
C: 4.682 0.348 2.439  -0.003
C: 2.607 -3.242 0.273  -0.003
C: -3.502 1.731 1.124  0.006
Si: 1.615 3.517 0.143  -0.005
C: 0.337 4.948 0.237  0.002
H: -2.331 -1.677 -0.113  -0.002
C: -4.371 0.547 0.715  -0.001
O: 0.857 2.136 0.378  0.053
N: 1.200 0.245 2.970  -0.017
H: 1.261 0.750 -1.870  0.017
H: -1.417 -1.779 -4.966  0.000
H: -3.744 -0.698 2.331  0.000
C: 0.303 0.557 6.525  0.000
C: -1.008 1.500 -4.268  0.002
H: -0.397 4.872 -0.558  0.000
C: -1.032 0.121 -4.061  0.003
C: -1.987 1.449 1.008  0.013
C: -1.680 0.064 5.260  -0.001
H: 1.665 -0.955 -1.712  -0.005
H: -1.569 1.375 2.014  -0.007
H: -4.497 0.506 -0.367  0.000
C: -1.725 1.190 -6.535  0.001
H: -2.043 -0.840 -7.141  0.000
Te: 1.000 -2.526 1.511  -0.012
H: -1.410 -0.243 3.171  -0.002
C: 5.596 0.336 1.410  0.007
H: -1.223 -4.054 1.604  0.000
H: -5.371 0.667 1.137  0.000
H: 0.879 -5.370 -2.646  0.000
Re: 0.719 0.121 0.674  1.056
H: -1.384 -6.368 -2.576  0.000
H: -1.651 0.386 7.385  0.000
H: 2.905 -4.219 0.636  0.000

---

3.
# C17H46I2NO16P5

5 unconnected molecules or ions with the total composition C17H46I2NO16P5 (wB97M-V/def2-TZVPD, the OMol25 dataset).

* E: -4236.00729 Eh
* gap between HOMO and LUMO: 7.1 eV
* SMILES string: C/C(I)=C(\I)PCCN.COP(=O)(OC)OC.COP(=O)(OC)OC.COP(=O)(OC)OC.COP(=O)(OC)OC

Last column: Löwdin charge in e.
Cartesian coordinates (Å):
N: 1.664 5.095 -1.608  -0.005
P: 8.037 -1.656 -6.773  0.574
O: -4.854 2.644 5.659  -0.230
H: -8.279 2.854 3.714  0.083
C: 3.354 -4.350 -4.335  -0.104
P: 3.450 -2.187 -2.840  0.596
P: -4.127 -2.230 1.837  0.575
H: -6.743 -2.216 3.200  0.093
O: -3.054 -3.483 1.577  -0.233
H: -1.233 6.449 -0.559  0.031
H: -5.531 4.592 6.007  0.082
H: 6.647 -4.102 -8.953  0.085
H: 0.603 3.724 3.539  0.080
C: 3.576 -3.440 -0.464  -0.102
O: -4.867 -3.098 2.994  -0.252
C: -0.934 3.182 0.809  -1.025
C: 1.623 -0.329 -2.377  -0.154
C: -5.916 -2.578 3.810  -0.103
H: -4.710 1.250 2.270  0.074
C: -0.757 5.580 -1.030  -0.448
H: -8.254 1.509 7.787  0.083
H: -2.656 -4.109 3.530  0.080
H: 4.318 -4.154 -4.803  0.079
C: -4.835 3.865 6.426  -0.110
O: 2.971 -0.596 -2.810  -0.217
H: 8.442 -1.734 -3.879  0.080
H: 3.547 -3.168 0.591  0.089
I: -1.763 5.614 2.409  0.871
H: 3.193 -5.425 -4.293  0.089
P: -1.717 4.024 -0.659  0.782
C: 7.576 -1.160 -4.216  -0.110
O: -4.845 -2.285 0.530  -0.264
H: 0.907 -0.862 -3.003  0.088
H: -2.997 4.468 -0.251  -0.083
H: -7.062 0.681 8.787  0.089
H: -6.278 -3.393 4.437  0.086
C: 10.204 -3.243 -6.638  -0.113
O: 7.863 -3.057 -7.676  -0.271
H: 4.547 -3.883 -0.681  0.093
H: 10.466 -3.074 -7.683  0.091
C: 0.723 5.563 -0.582  -0.351
H: 1.492 -0.625 -1.335  0.022
O: -5.848 0.718 4.654  -0.247
H: -5.088 3.671 7.469  0.081
H: 6.696 -1.797 -4.240  0.038
O: 9.439 -2.162 -6.121  -0.251
H: -0.892 2.914 4.055  0.076
H: 2.776 -4.153 -0.651  0.083
I: -0.129 1.266 0.387  0.908
H: 2.067 4.200 -1.373  0.054
H: 0.915 4.990 0.331  0.082
H: 7.404 -0.346 -3.517  0.090
H: 5.789 -2.980 -7.880  0.078
H: 1.240 5.074 -2.524  0.056
O: -6.299 1.502 7.086  -0.248
O: -4.720 -0.794 2.435  -0.269
C: -8.523 1.856 4.076  -0.102
H: -8.153 1.108 3.375  0.085
O: 3.375 -2.248 -1.219  -0.247
O: -7.965 1.637 5.381  -0.261
H: 11.123 -3.303 -6.056  0.087
H: -4.745 0.388 0.722  0.087
H: -1.466 -4.567 2.302  0.084
H: -5.546 -1.787 4.459  0.065
H: -0.783 5.761 -2.111  0.063
C: -7.378 0.863 7.761  -0.103
H: -3.238 0.454 1.675  0.052
H: 2.558 -3.895 -4.925  0.085
H: 1.441 0.739 -2.461  0.062
C: -4.326 0.388 1.729  -0.110
H: 6.721 -2.358 -9.268  0.084
C: -2.126 -3.771 2.638  -0.121
H: -1.527 -2.890 2.877  0.078
P: -6.313 1.857 5.501  0.592
H: 1.000 6.602 -0.348  0.099
H: -9.604 1.762 4.154  0.089
C: -0.870 3.705 2.023  -0.864
C: -0.208 3.059 3.211  -0.198
H: 0.252 2.094 2.991  0.005
H: -7.619 -0.093 7.298  0.092
O: 3.340 -3.847 -2.991  -0.260
O: 4.844 -1.982 -3.340  -0.260
O: 8.243 -0.673 -7.878  -0.266
H: 9.669 -4.184 -6.524  0.080
O: 7.826 -0.588 -5.522  -0.220
C: 6.684 -3.119 -8.488  -0.117
H: -3.827 4.272 6.382  0.085

---

4.
# C2H4P2S2

A molecular structure, C2H4P2S2 (wB97M-V/def2-TZVPD, the OMol25 dataset).

* E: -1557.68521 Eh
* gap between HOMO and LUMO: 8.7 eV

Last column: natural (NBO) charge in e.
Cartesian coordinates (Å):
H: 1.429 -0.206 1.474  0.227
H: 1.574 0.119 -1.256  0.228
H: -0.260 0.182 2.051  0.255
C: 0.561 -0.090 -1.254  -0.984
P: 0.099 -1.370 0.016  0.706
C: 0.437 0.007 1.256  -0.955
S: -1.960 1.032 0.007  -0.224
H: -0.043 0.030 -2.240  0.269
S: -1.964 -1.101 0.023  -0.194
P: 0.126 1.396 -0.076  0.672

---

5.
# C5H13N2

A gas-phase ion, C5H13N2 (charge +1) (wB97M-V/def2-TZVPD, the OMol25 dataset).

* E: -307.45414 Eh
* gap between HOMO and LUMO: 8.0 eV
* SMILES string: C/C(=C/N)CC[NH3+]
* total charge: +1

Last column: natural (NBO) charge in e.
Cartesian coordinates (Å):
H: -2.110 -1.942 -0.668  0.451
H: 2.739 0.196 0.953  0.246
H: 1.805 1.494 -1.102  0.189
H: -0.385 -1.296 -0.517  0.476
H: 1.699 -1.012 1.668  0.230
H: -0.912 1.862 1.010  0.267
H: -1.213 -1.950 0.674  0.420
C: 0.708 0.522 0.444  -0.033
N: -1.380 -1.426 -0.187  -0.714
H: -2.186 0.497 -0.625  0.235
C: -0.713 0.797 0.904  -0.481
C: 1.169 0.637 -0.875  0.019
H: 1.674 0.619 2.337  0.214
N: 0.646 -0.036 -1.991  -0.934
H: 0.127 0.608 -2.591  0.386
H: -0.639 0.472 1.947  0.224
H: 1.111 -0.772 -2.494  0.419
C: 1.770 0.054 1.415  -0.641
H: -2.610 -0.375 1.022  0.231
C: -1.858 -0.038 0.282  -0.205

---

6.
# C4H12N2O2

2 unconnected molecules or ions with the total composition C4H12N2O2 (wB97M-V/def2-TZVPD, the OMol25 dataset).

* E: -419.59656 Eh
* gap between HOMO and LUMO: 10.0 eV
* SMILES string: CC(=O)NCCN.O

Last column: natural (NBO) charge in e.
Cartesian coordinates (Å):
H: -1.277 0.492 -0.527  0.212
H: -1.655 1.063 1.130  0.232
H: -2.011 3.363 0.078  0.466
H: 2.557 -0.106 0.544  0.377
O: -1.499 -1.347 2.191  -0.614
H: 0.776 0.694 -0.835  0.184
H: 3.296 -0.867 -0.805  0.372
C: 0.473 -1.415 -0.754  -0.249
N: 2.609 -0.213 -0.452  -0.854
H: 0.395 -2.302 1.189  0.402
N: 0.165 -1.467 0.673  -0.636
C: -1.671 0.225 0.444  -0.730
H: -0.699 3.276 0.805  0.464
H: 1.169 -2.237 -0.916  0.201
O: -1.259 3.919 0.354  -0.927
C: -0.998 -0.936 1.166  0.684
H: -2.708 -0.101 0.347  0.246
H: 1.397 -0.174 -2.185  0.194
H: -0.405 -1.681 -1.352  0.196
C: 1.344 -0.187 -1.094  -0.219

---

| no. | maximum force (eV/Å) |
| --- | --- |
| 1 | 0.74 |
| 2 | 5.92 |
| 3 | 7.51 |
| 4 | 4.06 |
| 5 | 3.56 |
| 6 | 1.82 |